No. 1
DFT (ωB97M-V/def2-TZVPD) results for one molecule with the formula C4H4FNO at a distorted geometry.

Atoms and positions in Å:
1 C -0.7009 0.1956 -0.9059
2 C 0.3846 -0.2744 1.1076
3 C -0.6503 1.5066 -1.3349
4 C 0.9438 -1.1479 0.4499
5 N -0.8646 0.0229 0.5297
6 O -0.8794 2.6289 -1.5436
7 F 2.2561 -1.7703 0.6588
8 H -0.2066 -0.6421 -1.3067
9 H 0.8079 0.4766 1.7132
10 H -1.3967 0.6776 0.9692
11 H 0.3060 -1.6735 -0.3372

Output
HOMO-LUMO gap: 9.087 eV
Max |F|: 10.61 eV/A
E_HOMO: -8.70 eV
SMILES: O=C=CN/C=C/F
M: 101.1 g/mol

No. 2
DFT (ωB97M-V/def2-TZVPD) results for one molecule with the formula C5H10N2S at a distorted geometry.

Atoms and positions in Å:
1 C 1.0346 -0.2698 -2.1688
2 C 0.6678 -0.2630 -0.6674
3 C 1.6096 -1.1728 0.0166
4 C 0.5695 1.1370 0.0869
5 C -0.4718 0.9953 1.1586
6 H 0.3852 0.4107 -2.7313
7 H 2.0662 0.0972 -2.3692
8 H 0.9539 -1.2900 -2.5702
9 H 2.6129 -0.7597 -0.1188
10 H 1.5874 -2.1352 -0.4358
11 H 1.3996 -1.2236 1.1113
12 H 0.3222 1.9080 -0.6232
13 H 1.5475 1.3759 0.4770
14 H -0.1011 2.6602 1.9617
15 H -1.9355 -0.4349 1.6151
16 N -0.6690 1.8308 2.1664
17 N -1.1097 -0.2228 1.0521
18 S -1.0529 -0.9015 -0.5876

Output
HOMO-LUMO gap: 8.949 eV
Max |F|: 3.00 eV/A
E_HOMO: -8.25 eV
SMILES: [H]/N=C1\CC(C)(C)SN1
M: 130.2 g/mol

No. 3
DFT (ωB97M-V/def2-TZVPD) results for one molecule with the formula C6H11NS at a distorted geometry.

Atoms and positions in Å:
1 C -0.1396 2.4510 -1.3911
2 C -0.1088 -1.2826 1.5014
3 C -0.1172 1.1837 -1.0028
4 C 0.8400 -2.3567 2.2237
5 C -0.3394 -0.1210 -1.6798
6 C -0.2274 0.8151 0.5169
7 N 0.3899 -0.3207 0.9371
8 S -2.1111 0.8027 0.7531
9 H 0.0447 3.2783 -0.6769
10 H -0.1426 2.7949 -2.4506
11 H -1.1953 -1.2672 1.8131
12 H 0.8816 -3.1019 1.4287
13 H 1.8354 -1.8897 2.2686
14 H 0.3758 -2.7060 3.1601
15 H -1.1413 -0.7394 -1.2474
16 H 0.5599 -0.6263 -1.8146
17 H -0.6794 0.0368 -2.7414
18 H 0.1671 1.6033 1.1343
19 H -2.0703 2.2092 0.6156

Output
HOMO-LUMO gap: 9.535 eV
Max |F|: 4.38 eV/A
E_HOMO: -8.73 eV
SMILES: C=C(C)[C@@H](S)/N=C/C
M: 129.2 g/mol

No. 4
DFT (ωB97M-V/def2-TZVPD) results for a 3-piece molecular cluster, CH8N2O3 overall at a distorted geometry.

Atoms and positions in Å:
1 N -0.4242 -1.1011 -0.5470
2 C 0.5737 -0.4963 0.1918
3 N 1.3520 -1.3225 0.9675
4 O 0.7737 0.7120 0.1435
5 H -0.8313 -1.9031 -0.0918
6 H -0.9740 -0.4535 -1.0855
7 H 1.9643 -0.7479 1.5279
8 H 1.5601 -2.2686 0.6894
9 H -2.8851 0.5771 2.0138
10 H -3.0152 -0.0978 0.6817
11 O -3.4525 -0.0441 1.5375
12 H 1.6354 2.5760 -1.2623
13 H 1.6464 1.9476 -2.6482
14 O 2.0766 2.6224 -2.1182

Output
HOMO-LUMO gap: 10.804 eV
Max |F|: 1.01 eV/A
E_HOMO: -10.41 eV
SMILES: NC(N)=O.O.O
M: 96.1 g/mol

No. 5
DFT (ωB97M-V/def2-TZVPD) results for a 2-piece molecular cluster, C6H9Br overall at a distorted geometry.

Atoms and positions in Å:
1 C 2.2850 -0.2288 -1.2798
2 C 2.2793 0.5322 -0.3790
3 C -2.2313 -0.5723 -0.2690
4 C -1.2821 -0.2119 -1.1612
5 C 2.3055 1.5121 0.6992
6 C -2.0112 -1.2050 1.0924
7 Br -1.6884 0.6142 -2.7667
8 H 2.2745 -1.0395 -1.9464
9 H -3.2799 -0.3704 -0.6305
10 H -0.2433 -0.4060 -0.9915
11 H 1.7652 1.2261 1.6079
12 H 2.1164 2.5808 0.4882
13 H 3.3117 1.3830 0.9151
14 H -0.9073 -1.5981 1.2828
15 H -2.6233 -1.9020 1.5392
16 H -2.0708 -0.3143 1.7992

Output
HOMO-LUMO gap: 9.805 eV
Max |F|: 5.19 eV/A
E_HOMO: -8.90 eV
SMILES: C/C=C/Br.C#CC
M: 161.0 g/mol

No. 6
DFT (ωB97M-V/def2-TZVPD) results for one molecule with the formula C20H23NO2S at a distorted geometry.

Atoms and positions in Å:
1 O -1.9897 -0.7549 2.0802
2 O -1.3984 -0.8998 -0.2217
3 S 1.0793 -4.0786 -2.3281
4 C -1.4157 -0.3330 1.0414
5 C 1.1805 -2.4084 -2.9845
6 C -0.6015 -3.9250 -1.9270
7 C -0.1327 -1.8731 -2.8743
8 C -0.5047 0.7847 1.1592
9 C -1.1292 -2.7025 -2.2654
10 C -0.9940 1.9976 0.8286
11 C -5.0214 2.7391 -0.7531
12 C -4.7023 2.8428 0.6336
13 C -3.9757 2.1896 -1.6008
14 C -3.3537 2.5743 1.0511
15 C -2.6508 1.9352 -1.0917
16 C -2.3381 2.0731 0.2669
17 N 1.6675 1.7684 1.9010
18 C 0.9258 0.5525 1.7493
19 C 2.7887 1.1709 4.0131
20 C -2.5191 -1.7841 -0.5148
21 C -2.5381 -2.2899 -1.8493
22 C -0.0861 3.1847 0.6990
23 C 2.9648 1.7710 2.6730
24 C 1.3482 2.6820 0.9188
25 H 1.9187 -1.9667 -3.6330
26 H -1.0801 -4.6255 -1.2483
27 H -0.4373 -0.8522 -3.2111
28 H -5.9870 3.0752 -1.0495
29 H -5.3503 3.1276 1.4644
30 H -4.1109 1.9457 -2.6230
31 H -3.0272 2.7484 2.0741
32 H -1.9095 1.4750 -1.6925
33 H 0.6134 0.1632 2.7407
34 H 1.3789 -0.2283 1.2361
35 H 2.9125 0.0522 4.0372
36 H 3.5091 1.6773 4.7129
37 H 1.7728 1.5127 4.4197
38 H -2.3936 -2.7235 0.0823
39 H -3.4242 -1.1905 -0.3754
40 H -3.1139 -3.1926 -2.1244
41 H -2.7902 -1.6140 -2.5664
42 H -0.0179 3.5050 -0.3046
43 H -0.3733 3.9012 1.3874
44 H 3.7374 1.1826 2.2422
45 H 3.4004 2.7987 2.8780
46 H 1.9972 3.5079 1.0077
47 H 1.6413 2.2189 -0.0082

Output
HOMO-LUMO gap: 8.775 eV
Max |F|: 4.90 eV/A
E_HOMO: -8.03 eV
SMILES: CCN1CCC(c2ccccc2)=C(C(=O)OCCc2ccsc2)C1
M: 341.5 g/mol